(1)
Entry from the OMol25 dataset: a molecular structure, C28H46N3O7PdS2Si (the ωB97M-V functional and the def2-TZVPD basis).

## Properties
Orbital gap (spin up / spin down)   0.34209 / 0.22388 Ha
Net charge   +1
E   -2999.196705 Eh
Spin multiplicity   5

Structure (XYZ):
```
88
Properties=species:S:1:pos:R:3:forces:R:3
Pd 0.4587 -0.7587 -0.2704 0.0 0.1 -0.2
C -0.0629 -2.9192 -2.4920 0.0 0.0 0.0
O 0.1110 -1.5721 -2.2728 0.0 0.0 0.0
H -0.8079 -3.0755 -3.2798 0.0 0.0 0.0
H -0.2621 -3.4878 -1.5828 0.0 0.0 0.0
H 0.8922 -3.2659 -2.9285 0.0 0.0 0.0
C 2.8942 -2.5133 3.4536 0.0 0.0 0.0
C 2.6517 -3.7867 2.6529 0.0 0.0 0.0
C 2.9968 -3.6559 1.1541 0.0 0.0 0.0
C 2.7742 -5.0070 0.4467 0.0 0.0 0.0
C 3.1340 -4.9871 -1.0333 0.0 0.0 0.0
C 4.4679 -3.2806 1.0431 0.0 0.0 0.0
O 5.3425 -4.0154 1.4277 0.0 0.0 0.0
N 4.7591 -2.0362 0.5220 0.0 0.1 0.0
C 3.8519 -1.0979 0.0490 -0.1 -0.1 0.0
O 4.2066 0.0222 -0.2402 0.0 0.0 0.0
N 2.5382 -1.5129 -0.0595 0.1 0.0 0.0
C 2.1070 -2.6153 0.5295 0.0 -0.1 0.0
O 0.8477 -2.7625 0.5640 0.0 0.0 0.0
H 2.5920 -2.6533 4.4910 0.0 0.0 0.0
H 2.3196 -1.6733 3.0552 0.0 0.0 0.0
H 3.9501 -2.2367 3.4549 0.0 0.0 0.0
H 1.6068 -4.0925 2.7230 0.0 0.0 0.0
H 3.2664 -4.5980 3.0441 0.0 0.0 0.0
H 1.7288 -5.2857 0.5888 0.0 0.0 0.0
H 3.3881 -5.7413 0.9683 0.0 0.0 0.0
H 2.5684 -4.2209 -1.5701 0.0 0.0 0.0
H 2.9136 -5.9476 -1.4969 0.0 0.0 0.0
H 4.1961 -4.7864 -1.1824 0.0 0.0 0.0
H 5.7280 -1.7461 0.5383 0.0 0.0 0.0
C -2.4170 0.8619 -4.2429 0.0 0.0 0.0
C -3.4862 0.9720 -3.1697 -0.1 -0.1 0.0
C -3.9562 -0.4064 -2.7247 0.0 0.0 0.0
C -4.6577 1.8131 -3.6473 0.0 0.0 0.0
O -2.9551 1.6721 -2.0171 0.1 0.1 -0.1
Si -1.6926 1.5304 -1.0369 -0.4 0.2 0.0
S -1.9433 -0.3703 0.0054 0.0 -0.1 0.0
O -0.2497 1.3866 -1.7551 0.4 -0.4 0.4
C 0.8153 2.2705 -2.2404 -0.1 0.2 -0.1
C 0.9973 3.4332 -1.2799 0.0 0.0 0.0
C 2.0578 1.4108 -2.3264 0.0 0.0 -0.1
C 0.4057 2.7669 -3.6166 0.0 0.0 0.0
O -1.6534 2.6550 0.1021 0.1 0.0 0.0
C -2.5661 3.1925 1.0968 0.0 0.0 0.0
C -3.9956 2.7681 0.8004 0.0 0.0 0.0
C -2.0990 2.6599 2.4417 0.0 0.0 0.0
C -2.4162 4.7030 1.0215 0.0 0.0 0.0
H -2.8349 0.3771 -5.1258 0.0 0.0 0.0
H -1.5650 0.2748 -3.8934 0.0 0.0 0.0
H -2.0651 1.8519 -4.5325 0.0 0.0 0.0
H -4.4505 -0.9239 -3.5475 0.0 0.0 0.0
H -4.6568 -0.3263 -1.8933 0.0 0.0 0.0
H -3.1044 -1.0200 -2.4123 0.0 0.0 0.0
H -5.1254 1.3491 -4.5157 0.0 0.0 0.0
H -4.3155 2.8093 -3.9270 0.0 0.0 0.0
H -5.4042 1.9091 -2.8589 0.0 0.0 0.0
H 1.1942 3.0762 -0.2682 0.0 0.0 0.0
H 0.1103 4.0652 -1.2476 0.0 0.0 0.0
H 1.8422 4.0397 -1.6068 0.0 0.0 0.0
H 2.3876 1.0598 -1.3496 0.0 0.0 0.1
H 2.8798 1.9855 -2.7543 0.0 0.0 0.0
H 1.8792 0.5439 -2.9651 0.0 0.0 0.0
H -0.5203 3.3419 -3.5611 0.0 0.0 0.0
H 0.2637 1.9296 -4.2997 0.0 0.0 0.0
H 1.1847 3.4141 -4.0192 0.0 0.0 0.0
H -4.0987 1.6810 0.8368 0.0 0.0 0.0
H -4.3083 3.1153 -0.1839 0.0 0.0 0.0
H -4.6641 3.1938 1.5489 0.0 0.0 0.0
H -2.1982 1.5721 2.4858 0.0 0.0 0.0
H -2.6965 3.0885 3.2471 0.0 0.0 0.0
H -1.0531 2.9254 2.6060 0.0 0.0 0.0
H -2.7160 5.0657 0.0380 0.0 0.0 0.0
H -1.3794 4.9894 1.2005 0.0 0.0 0.0
H -3.0440 5.1821 1.7730 0.0 0.0 0.0
S 1.9064 1.8673 3.3337 0.0 0.0 0.0
C 1.7894 1.1607 1.7818 0.0 0.0 0.0
N 0.8959 0.2288 1.6472 0.0 0.1 0.1
C 0.2345 -0.0170 2.8481 0.0 0.0 0.0
C -0.7301 -1.0020 3.0722 0.0 0.0 0.0
C -1.2874 -1.0908 4.3295 0.0 0.0 0.0
C -0.8939 -0.2278 5.3617 0.0 0.0 0.0
C 0.0804 0.7262 5.1604 0.0 0.0 0.0
C 0.6477 0.8153 3.8903 0.0 0.0 0.0
H 2.4519 1.4507 0.9764 0.0 0.0 0.0
H -1.0005 -1.6952 2.2877 0.0 0.0 0.0
H -2.0339 -1.8481 4.5275 0.0 0.0 0.0
H -1.3493 -0.3240 6.3379 0.0 0.0 0.0
H 0.4007 1.3760 5.9632 0.0 0.0 0.0
```
Forces are in eV/Å.

***

(2)
Entry from the OMol25 dataset: 10 unconnected molecules or ions with the total composition C28H47Br18ClO4 at a distorted geometry (the ωB97M-V functional and the def2-TZVPD basis).

## Properties
Orbital gap   0.34628 Ha
Structure (SMILES)   C[C@H](Cl)CC1=C(C[C@H]2CO2)C(=O)OC1=O.BrCCBr.BrCCBr.BrCCBr.BrCCBr.BrCCBr.BrCCBr.BrCCBr.BrCCBr.BrCCBr
E   -48188.509446 Eh
Spin multiplicity   1

Structure (XYZ):
```
98
Properties=species:S:1:pos:R:3:forces:R:3
C -3.1013 -4.3966 -1.0136 0.0 -0.2 -0.2
C -4.0880 -3.3107 -1.4368 0.4 0.0 -0.1
Cl -4.0880 -3.2221 -3.2502 -0.3 0.0 0.0
C -3.7135 -1.8959 -0.9620 -0.4 -0.3 0.2
C -3.1441 -1.8861 0.4127 0.5 0.4 -0.4
C -1.9105 -1.4783 0.7418 -0.8 0.2 0.2
C -0.9027 -0.7527 -0.0648 1.0 -1.6 -0.2
C -0.0743 -1.8198 -0.8080 -1.2 0.3 -0.3
C -0.1295 -1.8203 -2.2787 1.2 -0.3 0.8
O 1.0229 -1.3525 -1.5276 0.3 0.2 0.0
C -1.6899 -2.0037 2.1105 -0.4 0.4 0.0
O -0.6925 -2.3461 2.6477 0.6 0.3 0.3
O -2.9393 -2.2068 2.6912 -0.1 -0.7 0.2
C -3.8310 -2.3360 1.6516 0.0 0.1 -0.6
O -4.9491 -2.7236 1.7622 -0.1 0.0 0.3
H -2.1705 -4.0019 -0.6145 0.0 0.2 0.0
H -3.5223 -5.0768 -0.2749 -0.1 0.1 0.1
H -2.8170 -4.9928 -1.8758 -0.2 0.0 0.1
H -5.1002 -3.5677 -1.1489 -0.1 0.0 0.0
H -2.9569 -1.5423 -1.6556 0.1 0.2 0.0
H -4.5773 -1.2319 -1.0124 0.0 -0.2 -0.2
H -0.1963 -0.2142 0.5626 -0.4 0.2 0.1
H -1.3581 -0.1227 -0.8209 -0.1 0.4 0.2
H -0.0045 -2.7922 -0.3236 0.4 0.1 0.1
H -0.6307 -1.0177 -2.7941 -0.2 -0.2 -0.2
H 0.1400 -2.7589 -2.7433 -0.6 0.1 -0.6
Br 0.0753 -0.8892 -5.6495 0.0 0.0 -0.1
C 1.8355 -1.6232 -6.0319 -0.1 0.2 0.0
C 1.7411 -2.8726 -6.8613 0.1 -0.2 0.1
Br 1.1702 -4.3979 -5.7895 -0.1 0.0 0.0
H 2.3173 -1.7959 -5.0743 0.0 0.0 0.0
H 2.3619 -0.8359 -6.5679 -0.1 -0.2 0.0
H 2.7191 -3.1404 -7.2548 0.0 0.0 0.0
H 1.0336 -2.7791 -7.6774 0.0 0.0 0.0
Br 4.9761 0.3888 0.8363 0.0 0.1 0.0
C 3.8492 0.2497 2.4177 0.1 -0.1 -0.2
C 2.4207 -0.0525 2.0693 -0.2 0.0 0.1
Br 1.4940 1.5185 1.3734 0.2 0.2 0.1
H 3.9509 1.1813 2.9610 0.0 0.0 0.0
H 4.2735 -0.5624 3.0044 -0.1 0.0 0.0
H 1.8726 -0.3449 2.9615 0.0 0.1 0.0
H 2.3247 -0.8269 1.3134 0.0 0.0 0.0
Br 0.7611 -5.1620 1.0440 -0.1 0.0 0.0
C 0.8759 -6.8139 0.0244 0.1 0.1 0.1
C 1.1500 -6.5730 -1.4367 -0.1 -0.1 -0.1
Br -0.4403 -5.9447 -2.3673 0.4 -0.1 0.0
H -0.0587 -7.3405 0.1866 0.0 0.0 0.0
H 1.6924 -7.3747 0.4736 0.0 0.0 0.0
H 1.4252 -7.5057 -1.9239 0.0 0.0 0.0
H 1.9246 -5.8327 -1.6072 0.0 0.0 0.1
Br -4.8753 0.9933 0.2373 0.0 0.4 0.1
C -6.5515 1.9256 -0.0919 0.1 0.0 0.2
C -7.6750 0.9530 -0.3139 -0.1 0.0 -0.2
Br -7.5867 0.1485 -2.0846 0.1 -0.1 0.1
H -6.3834 2.5824 -0.9391 0.0 0.0 0.0
H -6.7382 2.5201 0.7971 0.0 0.0 0.0
H -8.6328 1.4666 -0.2694 0.0 0.0 0.0
H -7.6654 0.1373 0.4012 0.0 0.0 0.0
Br -8.4657 1.5521 3.5491 0.1 0.0 -0.1
C -8.1861 3.4027 4.0798 -0.1 -0.2 0.1
C -9.1420 4.3320 3.3808 0.1 0.1 -0.1
Br -8.6224 4.6078 1.5282 -0.1 0.0 0.0
H -7.1487 3.6346 3.8634 0.0 0.0 0.0
H -8.3477 3.4277 5.1549 0.0 0.0 0.0
H -9.1237 5.3168 3.8417 0.0 0.0 0.0
H -10.1598 3.9576 3.3672 0.0 0.0 0.0
Br 5.2293 -2.7759 4.4980 0.0 0.0 0.0
C 4.1599 -2.0590 5.9574 0.2 -0.1 0.0
C 2.8845 -2.8359 6.1506 -0.2 0.2 -0.1
Br 1.5659 -2.4119 4.7872 0.0 -0.2 0.1
H 3.9784 -1.0133 5.7279 0.0 0.0 0.0
H 4.7897 -2.1327 6.8410 0.0 0.0 0.0
H 2.4210 -2.5678 7.0974 0.0 0.0 0.0
H 3.0380 -3.9090 6.1128 0.1 0.0 0.0
Br 4.0967 6.1293 5.5412 0.1 0.0 0.0
C 4.3812 4.8925 4.0624 0.0 0.2 0.1
C 3.2603 3.8996 3.9377 0.1 -0.2 0.0
Br 3.3703 2.5090 5.2999 -0.1 0.1 0.1
H 5.3445 4.4226 4.2311 0.0 0.0 0.0
H 4.4334 5.5192 3.1764 0.0 -0.1 -0.1
H 3.3191 3.3792 2.9837 0.0 0.0 0.0
H 2.2804 4.3535 4.0385 0.0 0.0 0.0
Br 5.3186 7.1260 1.1068 0.0 0.0 0.0
C 6.0909 8.2146 2.5241 -0.1 0.0 -0.1
C 7.5942 8.1822 2.4904 0.1 -0.1 0.2
Br 8.2867 6.5065 3.1948 0.0 0.0 -0.1
H 5.6879 7.8418 3.4613 0.0 0.0 0.0
H 5.7239 9.2229 2.3475 0.0 0.0 0.0
H 8.0040 8.9596 3.1309 0.0 0.0 0.0
H 7.9921 8.2897 1.4870 0.0 0.0 0.0
Br 2.1655 -0.8307 -9.9187 0.0 0.0 0.1
C 2.2725 1.0998 -9.7054 0.0 -0.1 -0.1
C 3.6415 1.5328 -9.2542 0.0 0.1 0.2
Br 3.9215 1.1620 -7.3661 0.1 0.1 -0.1
H 1.4936 1.3809 -9.0041 0.0 0.0 0.0
H 2.0471 1.5128 -10.6857 0.0 0.0 0.0
H 3.7525 2.6096 -9.3579 0.0 0.0 0.0
H 4.4381 1.0323 -9.7940 0.0 0.0 0.0
```
Forces are in eV/Å.